Below is C43H86F16N6O17S4 as an isolated structure in a non-equilibrium geometry, with properties calculated with wB97M-V/def2-TZVPD.

```
! RIJCOSX wB97M-V def2-TZVPD def2/J DEFGRID3
* xyz -2 1
O 10.9494 16.1311 16.4263
H 7.7015 16.3473 12.6221
H 14.1420 19.9113 16.4516
H 18.5269 12.6874 20.7036
H 18.8181 17.8622 12.2911
C 17.0033 19.6517 11.8533
C 18.0600 21.6036 14.6427
O 14.3491 24.0852 19.9024
C 15.9490 20.8983 21.2613
H 13.0846 23.5753 18.2964
H 17.1517 20.3131 23.0860
C 16.0379 13.1541 11.7156
H 21.7074 9.8726 23.2147
C 18.4219 17.5081 10.2525
F 18.9276 21.9238 12.2897
H 8.6755 17.7874 13.5653
H 16.9545 25.2282 14.1814
C 19.1034 12.6747 21.6397
H 14.9685 10.1886 12.6497
F 12.3845 14.4138 17.2682
H 18.5614 18.5168 9.9423
H 15.2603 22.6873 14.6723
H 19.0959 15.8674 14.3089
H 17.2154 10.3517 13.0023
H 20.0509 13.3121 21.5305
H 10.7767 16.0843 13.3386
S 11.0475 15.1370 17.5272
H 19.3904 15.6023 10.0269
N 16.0052 12.0517 12.7570
H 16.5715 11.1363 15.2227
F 17.4212 14.9976 15.8545
C 22.2208 11.7062 23.9008
C 15.1357 11.9247 16.5521
O 20.4385 14.3599 14.0044
H 19.9797 10.9651 20.9105
H 14.2959 11.0490 10.0219
H 15.6049 20.9488 16.2722
H 20.2359 13.6631 11.2835
H 16.9758 19.1939 16.3418
H 17.0754 19.8379 10.8079
H 16.7015 12.6170 9.6352
H 16.4871 13.2581 14.4175
H 17.9640 19.9141 12.3019
H 14.1226 12.3502 16.6768
C 9.4902 17.5072 14.2261
C 16.1875 19.6236 20.3667
C 14.9951 11.1674 12.1064
C 7.7393 15.5191 13.3155
O 18.1937 14.2670 13.3502
H 11.2591 22.7259 19.8121
H 14.2390 19.9634 18.7982
F 22.1739 13.0465 23.8592
H 15.5804 19.6963 23.0945
H 14.0523 11.5153 12.4210
H 18.4898 22.1895 15.5330
C 16.1567 20.5738 22.7605
H 14.1953 19.2939 11.8493
H 15.8048 21.4007 23.3544
O 7.8904 12.8768 17.2966
H 17.1037 19.1533 20.7650
H 10.2392 18.2087 13.9825
H 20.5564 16.9384 10.3340
O 10.6296 16.8222 8.8831
O 17.5313 20.4408 14.9045
C 9.1111 15.0532 13.5706
H 17.4018 18.0250 18.3805
H 15.6733 17.7761 18.6992
H 14.7685 13.1938 14.0386
C 15.1384 20.1137 16.8530
H 9.1652 17.6315 15.2698
N 9.9948 14.0089 17.2990
C 21.6301 10.8805 22.7609
O 15.9949 23.3590 18.3920
H 16.6933 21.6391 20.9514
C 18.0037 17.4134 11.7259
H 22.0286 15.2729 13.2439
C 15.6408 17.7028 11.2799
F 21.8435 11.3048 25.1775
C 15.7114 12.5974 14.0806
C 19.2319 21.5476 13.5649
C 15.0832 25.5068 17.9018
C 16.4037 17.9170 13.4894
H 15.2140 13.7789 11.9460
C 15.5392 11.4994 15.1482
H 16.9543 13.6739 11.8744
S 12.5501 15.1491 10.7899
H 14.5572 18.8548 14.2101
H 15.5653 18.0368 16.2479
H 15.7602 16.6403 11.1122
C 12.2958 22.7421 20.1600
F 20.3203 22.3192 13.9529
O 9.3062 17.4440 10.8418
N 10.0482 16.0967 14.0826
F 16.1387 25.9816 17.2911
C 15.8353 12.5423 10.3446
C 17.5692 20.5470 18.7001
C 14.4024 18.1894 12.1677
C 13.0648 23.7484 19.3437
F 23.5911 11.3524 23.8655
H 15.1093 21.5735 18.6862
C 19.4518 11.2556 21.8082
O 22.0439 11.3390 21.6196
F 19.4937 14.7385 16.6732
F 12.0069 14.2365 9.5825
O 9.5935 13.9821 13.5166
F 19.7241 20.2881 13.3602
F 14.2199 25.1605 16.9281
C 14.8816 17.9920 13.6357
H 21.4332 12.9176 12.3793
F 9.3958 15.2677 10.0987
C 16.0515 18.8416 16.7940
H 17.3508 21.6497 18.9650
H 14.4504 17.1182 14.1251
C 16.2306 23.2058 14.7124
C 16.0334 24.5570 14.1282
H 7.0975 14.6737 12.9345
C 19.6285 16.6835 9.9023
C 15.1173 20.4299 18.3754
H 12.3578 23.1496 21.2034
C 19.0732 14.7576 14.1846
H 16.6069 16.8926 13.7955
H 15.7008 24.4280 13.0343
O 12.9993 14.1758 11.7357
N 16.7574 18.1946 12.0751
C 17.3792 11.3866 12.6702
C 21.1683 13.8664 11.7921
H 17.6213 16.9682 9.6519
H 13.5278 17.5682 11.8227
H 18.2732 20.0967 19.3909
H 10.4460 15.8725 15.0667
S 10.2760 16.5737 10.2314
H 7.2877 15.8878 14.2200
H 18.0391 11.8367 13.3245
H 15.2195 25.0610 14.5937
H 17.7913 20.5551 17.6600
H 22.0371 14.1103 11.1872
H 12.7338 21.7233 20.2486
H 19.7922 16.8563 8.8502
H 16.0365 24.9989 19.7347
F 8.1157 15.1345 16.3122
H 18.4888 10.7100 21.8435
H 14.9575 21.2004 21.0114
H 16.2797 20.2911 12.3913
C 15.2481 11.1571 10.5847
H 17.6468 11.4160 11.6410
F 14.4916 26.5961 18.5014
H 15.6749 18.0968 10.2765
H 15.1877 11.0817 17.2864
O 8.2112 14.8399 18.7318
N 16.3112 19.7620 18.9359
H 15.5086 18.7905 20.4904
H 18.5414 13.1313 22.4977
C 18.6354 14.4318 15.6226
N 11.3795 16.1107 11.2112
H 15.8490 10.3257 10.3167
C 16.3938 18.4515 18.2133
C 21.0741 14.9199 12.9077
O 20.1220 10.9800 22.9744
S 8.5025 14.1395 17.5308
O 13.6007 15.9439 10.1439
O 17.2677 22.5254 13.9675
H 14.8128 10.7025 14.8898
H 14.9658 13.0382 9.9063
O 11.2078 15.7006 18.8598
H 16.9548 18.6353 14.1163
H 20.5289 15.8474 12.5867
H 17.8611 16.3971 12.1235
H 12.5002 24.6951 19.3755
C 15.4979 24.4159 18.9905
H 16.5681 23.2006 15.7446
H 15.7665 12.7320 16.9803
F 18.4672 13.1129 15.9282
*
```

The electronic energy comes out at -176550.6940 eV. The value obtained for the lowest unoccupied orbital energy is 2.58 eV. The value obtained for the HOMO energy is -2.8 eV. The calculation puts the HOMO-LUMO gap at 5.42 eV.